Entry 1:
Here is a 3-piece molecular cluster, C6H9NO2 overall at a distorted geometry from the Open Molecules 2025 dataset. Energies are from the ωB97M-V functional and the def2-TZVPD basis.

```
18
Properties=species:S:1:pos:R:3:forces:R:3:mulliken_charge:R:1
C -1.3346 -2.2977 -0.6611 -0.1 -0.1 0.1 -1.090
C 1.9324 0.6264 -0.8868 0.2 -0.1 0.0 -1.370
C -0.5098 -1.2234 -1.3275 -0.9 -0.4 -0.5 0.407
C -0.4884 0.5116 0.2184 0.9 -0.9 -1.4 0.784
C 0.6987 0.5699 -0.1171 -0.5 1.3 1.2 -0.003
N -1.5775 0.5252 0.9834 -0.4 -0.1 0.3 -0.397
C 0.9111 2.0024 1.7730 0.1 0.2 1.0 -0.070
O -0.0728 -1.2790 -2.4321 0.2 0.2 0.4 -0.470
O 0.1857 1.9534 2.7343 0.5 0.0 -0.9 -0.480
H -2.3790 1.0041 0.5955 0.1 0.0 0.1 0.238
H -1.3663 0.7573 1.9554 -0.1 0.1 -0.2 0.273
H 1.8853 2.5766 1.8657 -0.1 -0.1 -0.1 0.270
H -1.4713 -3.1716 -1.3037 0.1 0.1 -0.1 0.371
H -2.3117 -1.8779 -0.4119 0.1 0.0 0.0 0.291
H -0.8719 -2.5936 0.2813 0.0 0.1 0.0 0.263
H 1.8085 0.1092 -1.8408 -0.1 0.0 0.1 0.366
H 2.2155 1.6610 -1.0869 0.0 0.0 0.0 0.303
H 2.7461 0.1463 -0.3393 0.0 0.0 0.0 0.316
```
Positions in Å, forces in eV/Å.

As for the gap between HOMO and LUMO (alpha / beta): 7.46 / 6.99 eV. For the electronic energy, the calculation gives -439.0223 hartree. The highest occupied orbital energy (alpha / beta) comes out at -0.2507 / -0.2326 Eh. Its total charge is 0.

---

Entry 2:
Here is an isolated molecule of C2H4N2 at a distorted geometry from the Open Molecules 2025 dataset. Energies are from the ωB97M-V functional and the def2-TZVPD basis.

```
8
Properties=species:S:1:pos:R:3:forces:R:3:mulliken_charge:R:1
C -1.1277 -0.2188 0.8118 -4.5 -5.5 4.8 -0.123
N -0.3641 0.6743 0.4565 -0.1 0.4 0.3 -0.279
N -0.0163 0.5278 -0.8391 3.3 1.7 -2.0 -0.278
C 1.2956 0.4532 -0.8934 -2.7 -3.0 -1.8 -0.310
H -1.3776 -0.3923 2.0538 0.7 1.1 -3.6 0.202
H -1.7312 -1.2051 0.2474 2.2 3.2 0.7 0.238
H 1.6312 0.0773 0.0852 1.4 0.9 -0.4 0.312
H 1.6900 0.0836 -1.9222 -0.3 1.2 2.0 0.237
```
Positions in Å, forces in eV/Å.

As for the gap between HOMO and LUMO: 10.53 eV. For the electronic energy, the calculation gives -187.9712 hartree. The highest occupied orbital energy comes out at -0.3661 Eh. Its total charge is 0. The SMILES is C=NN=C.

---

Entry 3:
Here is a 6-piece molecular cluster, C26H66N4O6PS overall from the Open Molecules 2025 dataset. Energies are from the ωB97M-V functional and the def2-TZVPD basis.

```
104
Properties=species:S:1:pos:R:3:forces:R:3:mulliken_spin:R:1
C 0.6028 -3.9850 -0.4700 0.0 -0.1 0.0 0.035
C 0.1413 -2.9465 -1.4951 -0.1 0.2 -0.2 -0.037
C 0.7232 -3.3275 -2.8569 0.1 0.0 0.1 0.007
C -1.3788 -2.8502 -1.6498 -0.1 0.1 -0.1 0.056
C -2.1524 -2.0316 -0.5675 0.1 0.0 0.0 -0.009
C -2.9155 -0.9121 -1.3081 0.0 0.0 0.0 -0.005
C -3.9963 -0.0109 -0.6386 0.1 0.1 0.0 0.004
N -5.3122 -0.5973 -0.8974 0.0 0.0 0.2 0.000
N -3.7804 0.1935 0.7904 -0.2 0.1 0.0 0.000
N -3.9217 1.3407 -1.2274 0.1 0.0 0.1 0.000
P -3.2378 -3.2631 0.2592 -0.3 -0.3 -0.3 0.000
S -4.5999 -4.1973 -0.7618 0.1 0.1 0.1 0.000
C -1.2032 -1.4905 0.5184 0.1 -0.2 0.0 0.024
C 0.1340 -0.8830 0.0479 -0.2 0.2 -0.2 0.021
C 0.0175 0.6072 -0.3161 0.4 -0.1 0.0 -0.005
C 1.1318 -1.0139 1.1977 0.0 0.1 0.1 0.044
N 0.6393 -1.5891 -1.1571 0.3 -0.3 0.4 0.355
O 1.8358 -1.3060 -1.4980 -0.2 0.1 -0.1 0.539
H 1.6690 -3.8677 -0.2765 0.0 0.0 0.0 -0.004
H 0.4710 -4.9774 -0.9033 0.0 0.0 0.0 0.004
H 0.0585 -3.9529 0.4722 0.0 0.1 0.0 -0.002
H 0.6677 -2.4870 -3.5477 -0.1 0.0 0.0 -0.006
H 0.1626 -4.1756 -3.2530 0.0 0.0 0.0 0.001
H 1.7669 -3.6217 -2.7614 0.0 0.0 0.0 0.004
H -1.7896 -3.8591 -1.7535 0.0 0.0 0.0 0.000
H -1.5645 -2.3680 -2.6121 0.0 0.0 0.0 -0.004
H -2.1309 -0.2573 -1.6964 0.0 0.0 0.0 0.001
H -3.4083 -1.3668 -2.1710 0.0 0.0 0.0 -0.004
H -5.9338 -0.3994 -0.1217 0.0 0.1 0.0 0.000
H -5.7322 -0.1504 -1.7056 0.0 -0.2 -0.1 0.000
H -4.2424 -0.5353 1.3246 0.1 -0.1 0.0 0.000
H -4.2457 1.0620 1.0416 0.0 0.0 0.0 0.000
H -3.7393 1.2350 -2.2226 -0.1 0.0 0.0 0.000
H -3.0772 1.7752 -0.8579 0.0 0.0 -0.1 0.000
H -3.6768 -2.6352 1.4402 0.0 0.1 0.0 0.000
H -2.2580 -4.1256 0.7798 0.1 0.1 0.1 0.000
H -0.9651 -2.2983 1.2178 0.0 0.0 0.0 -0.002
H -1.7209 -0.7322 1.0993 0.0 0.0 0.0 0.002
H -0.3525 0.7658 -1.3275 -0.2 0.0 0.1 -0.013
H -0.6092 1.1346 0.4043 -0.1 0.0 0.0 -0.003
H 1.0144 1.0492 -0.2706 0.0 0.0 0.0 0.007
H 2.0942 -0.5858 0.9236 0.0 0.0 -0.1 -0.006
H 0.7413 -0.4651 2.0567 0.0 0.0 0.0 0.000
H 1.2636 -2.0492 1.5109 0.0 0.0 -0.1 -0.007
C 1.6502 0.2689 5.2126 0.0 0.0 0.0 0.000
C 1.1554 -1.1232 5.5711 0.0 0.0 0.0 0.000
C 1.9428 -1.7310 6.7203 0.0 0.0 0.0 0.000
O 1.1793 -1.9793 4.4292 0.0 0.0 0.0 0.000
H 2.6957 0.2293 4.8939 0.0 0.0 0.0 0.000
H 1.0653 0.6882 4.3939 0.0 0.0 0.0 0.000
H 1.5837 0.9423 6.0684 0.0 0.0 0.0 0.000
H 0.0997 -1.0711 5.8462 0.0 0.0 0.0 0.000
H 2.9976 -1.8247 6.4463 0.0 0.0 0.0 0.000
H 1.5645 -2.7243 6.9606 0.0 0.0 0.0 0.000
H 1.8810 -1.1076 7.6133 0.0 0.0 0.0 0.000
H 2.0952 -2.0604 4.1387 0.0 0.0 0.0 0.000
C 1.6471 4.0470 -1.2588 0.0 -0.1 0.0 -0.001
C 1.9246 4.2124 0.2254 0.0 0.0 0.0 0.000
C 2.6086 5.5314 0.5422 0.0 0.0 0.1 0.000
O 2.6822 3.1107 0.7260 0.0 0.0 0.0 0.000
H 2.5835 4.0559 -1.8257 0.0 0.1 0.0 0.000
H 1.1513 3.0941 -1.4430 0.0 0.0 0.0 0.002
H 1.0103 4.8479 -1.6371 0.0 0.0 0.0 0.000
H 0.9797 4.1585 0.7723 0.0 0.0 0.0 0.000
H 3.5790 5.5929 0.0414 0.0 0.0 -0.1 0.000
H 2.7840 5.6238 1.6141 0.0 0.0 0.0 0.000
H 2.0019 6.3770 0.2144 0.0 0.0 0.0 0.000
H 3.5272 3.0963 0.2624 0.0 0.0 0.0 0.000
C -0.5651 7.0987 2.2854 0.0 0.0 0.0 0.000
C 0.3026 6.8081 3.4993 -0.1 0.0 0.0 0.000
C -0.4631 6.0638 4.5814 0.0 0.0 0.0 0.000
O 0.8731 8.0096 4.0143 0.0 0.0 0.0 0.000
H -1.4111 7.7316 2.5690 0.0 0.0 0.0 0.000
H 0.0081 7.6246 1.5218 0.0 0.0 0.0 0.000
H -0.9610 6.1781 1.8532 0.0 0.0 0.0 0.000
H 1.1604 6.2075 3.1921 0.0 0.0 0.0 0.000
H -1.3083 6.6654 4.9286 0.0 0.0 0.0 0.000
H 0.1830 5.8615 5.4352 0.0 0.0 0.0 0.000
H -0.8536 5.1164 4.2067 0.0 0.0 0.0 0.000
H 0.1524 8.5807 4.3028 0.0 0.0 0.0 0.000
C 2.3075 -7.6919 -3.7391 0.0 0.0 0.0 0.000
C 3.1628 -7.1186 -2.6212 0.0 0.0 0.0 0.000
C 4.2132 -8.1051 -2.1389 0.0 0.0 0.0 0.000
O 2.3472 -6.6739 -1.5370 0.0 0.0 0.0 0.000
H 1.7743 -8.5808 -3.3896 0.0 0.0 0.0 0.000
H 1.5696 -6.9607 -4.0690 0.0 0.0 0.0 0.000
H 2.9195 -7.9805 -4.5947 0.0 0.0 0.0 0.000
H 3.6561 -6.2108 -2.9749 0.0 0.0 0.0 0.000
H 3.7330 -9.0060 -1.7457 0.0 0.0 0.0 0.000
H 4.8144 -7.6654 -1.3436 0.0 0.0 0.0 0.000
H 4.8749 -8.4041 -2.9529 0.0 0.0 0.0 0.000
H 1.8861 -7.4403 -1.1765 0.0 0.0 0.0 0.000
C -1.3818 4.0547 -4.7169 0.0 0.0 0.0 0.000
C -1.0581 2.7748 -3.9661 0.0 0.0 0.0 0.000
C -1.6970 1.5531 -4.6067 0.0 0.0 0.0 0.000
O -1.4432 2.8786 -2.5940 -0.1 0.0 0.1 0.000
H -2.4624 4.2251 -4.7259 0.0 0.0 0.0 0.000
H -0.9066 4.9102 -4.2372 0.0 0.0 0.0 0.000
H -1.0402 4.0002 -5.7513 0.0 0.0 0.0 0.000
H 0.0248 2.6377 -3.9310 0.0 0.0 0.0 0.000
H -2.7871 1.6575 -4.6163 0.0 0.0 0.0 0.000
H -1.4423 0.6503 -4.0494 0.0 0.0 0.0 0.001
H -1.3655 1.4279 -5.6381 0.0 0.0 0.0 0.000
H -2.3972 3.0176 -2.5620 0.0 0.1 -0.1 0.000
```
Positions in Å, forces in eV/Å.

As for the gap between HOMO and LUMO (alpha / beta): 8.22 / 8.74 eV. As for the multiplicity: 2. For the electronic energy, the calculation gives -2440.1836 hartree. The highest occupied orbital energy (alpha / beta) comes out at -0.2845 / -0.3038 Eh. Its total charge is 0.

---

Entry 4:
Here is a 22-piece molecular cluster, C11H66NO21 overall at a distorted geometry from the Open Molecules 2025 dataset. Energies are from the ωB97M-V functional and the def2-TZVPD basis.

```
99
Properties=species:S:1:pos:R:3:forces:R:3:mulliken_charge:R:1
C 25.2140 13.1210 47.0250 3.8 -0.8 -0.8 -1.004
C 25.3050 11.7570 47.6240 0.1 -1.1 -5.3 -0.173
C 24.1290 11.4790 48.4210 -3.9 -0.6 0.3 -0.405
C 23.6850 9.9820 48.4680 3.5 0.0 -0.5 -0.565
N 22.3230 9.7510 48.9810 -1.5 -0.9 -0.8 1.793
C 22.0610 8.2640 49.0610 2.5 -3.4 0.2 0.243
C 20.6460 7.9240 48.5520 -0.5 0.1 2.7 -0.797
C 20.6120 8.9320 47.4460 -0.1 -0.2 0.9 -0.924
C 21.2910 10.1780 47.9540 1.7 0.8 -4.9 -0.300
C 21.9570 10.3800 50.3070 1.0 2.4 -0.3 0.094
C 20.6280 9.9950 50.8400 -2.6 11.9 -2.0 -0.205
C 20.2700 10.8300 52.1770 0.1 -2.6 0.7 -0.695
H 25.2630 13.8290 47.8030 0.1 1.5 0.3 0.154
H 24.4310 13.1740 46.3920 -3.4 0.6 -1.3 0.431
H 26.0010 13.1530 46.2060 -0.1 0.8 1.6 0.021
H 26.2540 11.6370 48.0390 1.3 -0.4 1.4 0.571
H 25.4070 11.1280 46.6150 -0.6 0.4 2.1 -0.182
H 23.2180 12.2300 48.2380 1.9 -1.7 -0.1 0.003
H 24.4070 11.6580 49.3980 0.3 0.9 2.5 0.485
H 24.5810 9.4920 49.2280 -2.9 0.6 -2.3 0.249
H 23.6970 9.5800 47.3550 0.1 0.3 2.5 0.392
H 22.2520 7.9660 50.1020 -0.1 0.1 -0.3 0.187
H 22.9450 7.6090 48.4460 -2.6 2.2 1.4 -0.368
H 19.7840 7.9470 49.4810 2.4 0.2 -3.0 0.053
H 20.6300 6.9420 48.1110 -0.1 -0.5 0.3 0.634
H 19.6550 9.1650 47.1960 -3.1 0.9 -0.6 0.771
H 20.9340 8.4830 46.5240 1.1 0.0 -0.3 0.186
H 20.5940 10.8850 48.3500 -0.1 0.4 0.3 -0.143
H 21.7650 10.6100 46.8600 -0.7 -0.6 3.6 0.186
H 22.1150 11.5650 50.1460 -0.5 -2.9 0.6 -0.850
H 22.5700 9.9860 51.0770 1.8 0.2 0.3 0.108
H 20.5020 9.0940 51.0760 -1.2 -7.4 1.2 1.390
H 19.8430 10.5870 50.1450 1.0 -2.6 1.2 -0.516
H 20.0160 11.8700 52.0530 0.9 0.5 -0.3 0.324
H 21.0940 10.5650 52.9580 -1.6 1.0 -1.3 -0.358
H 19.2400 10.4390 52.5050 1.6 0.1 -0.2 0.463
O 24.5230 14.6590 50.7190 -0.2 1.3 0.0 -0.615
H 24.3390 14.4920 49.7610 0.1 1.0 1.1 0.270
H 24.4850 15.6480 50.9360 0.0 -2.2 -1.1 0.285
O 16.9260 12.0020 51.6990 5.6 -1.2 2.4 -0.746
H 16.2060 12.2690 51.2550 -4.0 1.8 -2.5 0.267
H 17.7390 12.4570 51.2870 -2.0 -0.7 0.3 0.432
O 18.9900 4.6650 48.4780 2.3 -1.4 -0.6 -0.657
H 19.0220 4.7250 49.4410 0.0 -0.1 -0.1 0.314
H 19.8090 4.0890 48.2320 -2.3 1.5 0.7 0.335
O 23.9470 8.0850 52.2440 -2.8 2.7 1.5 -0.628
H 24.6070 7.6660 52.7040 2.5 -1.9 1.4 0.259
H 23.8820 7.8150 51.3790 0.5 -1.4 -3.0 0.221
O 21.3160 14.0190 50.7600 -5.2 8.2 -2.2 -0.320
H 21.3220 14.7250 51.4870 -0.3 -1.3 -1.6 0.364
H 21.7930 13.4220 51.1220 5.3 -6.7 3.7 -0.024
O 20.3900 8.4230 43.7540 0.5 -3.8 1.0 -0.633
H 20.1800 8.9480 43.0180 -0.7 0.8 -1.8 0.287
H 20.3770 7.4310 43.4500 0.0 3.1 0.7 0.307
O 25.6940 16.8210 48.0310 5.3 -3.5 -2.4 -0.629
H 26.6970 16.3660 48.2570 -4.8 2.5 -0.2 0.342
H 25.2440 17.2340 48.7130 -0.5 1.0 2.6 0.274
O 23.8060 5.3770 47.0560 -0.4 0.9 -0.8 -0.645
H 24.6810 5.5890 46.7310 1.0 -0.3 0.2 0.306
H 23.3390 5.8680 46.3510 -0.4 -0.4 0.6 0.316
O 22.6220 15.2470 48.2260 -0.5 0.0 2.7 -0.573
H 21.9370 15.0410 48.9420 1.2 0.1 -1.6 0.298
H 22.3090 14.9890 47.3770 -0.6 -0.3 -0.8 0.246
O 18.7930 12.4600 46.9740 -2.6 3.3 -1.3 -0.644
H 17.8970 13.0610 46.7830 3.4 -2.6 0.9 0.325
H 19.4780 13.0990 46.6490 -0.7 -0.9 0.4 0.310
O 23.9340 10.6650 52.7590 -1.8 -1.1 3.0 -0.632
H 24.3360 9.8660 52.4150 0.4 -0.2 -0.6 0.342
H 23.4930 10.1260 53.5870 1.4 1.8 -2.4 0.346
O 18.5150 12.9890 49.8370 -1.7 -1.5 0.1 -0.596
H 18.6980 12.3900 49.1010 0.1 0.4 -0.2 0.256
H 19.1790 13.6240 49.9440 1.9 1.3 0.0 0.267
O 26.0900 7.7750 45.8090 1.6 -1.1 -2.4 -0.599
H 26.6700 7.3800 45.0200 -1.8 1.7 2.7 0.307
H 26.2630 8.7330 45.8480 0.1 -0.6 -0.2 0.310
O 25.7180 12.0230 43.6210 -2.5 -2.1 -0.3 -0.646
H 25.9670 11.1210 43.2940 0.2 1.2 0.3 0.341
H 24.7230 11.8540 43.7360 2.1 0.8 0.0 0.252
O 24.8370 6.7070 49.9160 2.6 2.8 -3.3 -0.603
H 24.3220 6.0010 50.0790 -3.1 -4.1 2.0 0.326
H 24.9140 6.4700 48.9440 0.5 1.1 1.1 0.222
O 23.3320 9.1040 55.0080 -2.7 -7.0 -4.4 -0.605
H 23.4390 9.8100 55.4520 2.8 8.3 5.5 0.258
H 22.3590 9.0950 55.1420 0.1 -1.4 -0.7 0.391
O 21.5120 13.3420 53.9180 1.7 0.9 -1.1 -0.629
H 22.3820 13.2330 53.3960 -2.1 -0.6 1.6 0.355
H 21.0770 12.5230 54.1730 0.7 -0.1 -0.5 0.293
O 20.6430 9.0420 54.6340 0.2 -4.9 0.0 -0.633
H 20.4630 9.9110 54.6930 -1.1 4.7 0.3 0.346
H 19.7820 8.6040 54.7330 0.5 0.0 0.1 0.298
O 16.9280 9.9910 49.7520 0.7 -2.0 -0.3 -0.627
H 16.9910 10.5500 50.5130 -0.1 1.3 1.1 0.327
H 17.2400 9.1470 50.1560 -0.5 0.6 -0.8 0.338
O 22.5510 10.0390 44.6040 9.6 7.1 1.8 -0.462
H 22.5130 10.7930 43.9430 0.8 -0.8 1.4 0.353
H 21.8470 9.6960 44.3480 -10.3 -6.3 -3.0 0.167
O 28.2620 12.8840 44.2700 -4.4 0.5 4.3 -0.662
H 28.6760 12.7020 43.4870 0.9 -0.8 -3.3 0.265
H 27.2120 12.7230 44.2940 3.8 0.4 -0.9 0.435
```
Positions in Å, forces in eV/Å.

As for the gap between HOMO and LUMO: 9.88 eV. For the electronic energy, the calculation gives -2092.8791 hartree. The highest occupied orbital energy comes out at -0.4584 Eh. Its total charge is +1.